# 1
2 unconnected molecules or ions with the total composition C9H14 in a non-equilibrium geometry. Source: the Open Molecules 2025 dataset; level of theory: ωB97M-V with the def2-TZVPD basis set.

* gap between HOMO and LUMO: 9.833 eV
* E_LUMO: 0.89 eV

The geometry in XYZ format:
```
23
Properties=species:S:1:pos:R:3:forces:R:3
C -0.717935 0.377181 2.295656 2.0 2.0 -1.5
C -0.864607 -0.462770 1.083130 0.8 -1.5 -1.2
C -1.723450 -0.205684 0.003209 0.5 1.0 -2.7
C -1.675167 -0.921972 -1.255095 2.3 -2.5 5.5
C -0.942707 -2.169184 -1.225831 -1.8 0.7 -0.7
C -0.027485 -2.403671 -0.221137 1.8 -0.9 1.2
C 0.037294 -1.540791 0.898371 2.5 -0.1 -0.3
H -1.635088 0.690870 2.700718 -1.2 0.7 0.4
H -0.016356 1.297817 2.043308 -1.6 -1.6 0.6
H -0.205568 -0.180621 3.027415 0.6 -0.6 1.0
H -2.205271 0.792724 -0.108505 0.0 -0.9 0.8
H -2.253119 -0.667750 -2.050947 -1.7 0.7 -2.1
H -1.283769 -2.982549 -1.895104 0.9 0.7 -0.2
H 0.789301 -3.274692 -0.232827 -2.3 1.8 -0.2
H 1.095052 -1.655097 1.453640 -3.0 0.4 -0.4
C 0.887890 1.957925 -1.148854 -1.6 -0.7 -1.1
C 2.248790 1.475808 -0.467362 -5.0 -1.7 1.2
H 0.034420 1.209750 -1.174648 1.6 -0.2 0.4
H 0.236727 2.733377 -0.613428 1.7 0.1 -1.2
H 1.048761 1.998509 -2.310653 -0.3 1.0 2.2
H 2.148083 0.391457 -0.735289 1.8 0.9 -0.4
H 2.026123 1.354768 0.639127 0.7 0.8 -1.0
H 2.998080 2.184594 -0.704895 1.2 -0.2 -0.2
```
Forces are in eV/Å.

---

# 2
A molecular structure, C11H17BN6O3SSn in a non-equilibrium geometry. Source: the Open Molecules 2025 dataset; level of theory: ωB97M-V with the def2-TZVPD basis set.

* gap between HOMO and LUMO (spin up / spin down): 4.008 / 5.199 eV
* charge: +2
* E_LUMO (spin up / spin down): -11.49 / -10.56 eV

The geometry in XYZ format:
```
40
Properties=species:S:1:pos:R:3:forces:R:3
H 1.457190 3.789587 -0.271508 -0.1 -0.1 0.0
N 0.437837 2.140391 -1.163269 0.4 0.9 -0.2
B -0.203452 0.402824 -3.030274 0.9 1.1 -1.2
N 0.023173 1.848826 -2.455141 0.3 0.1 0.5
C 0.356513 2.913443 -3.244518 0.3 -0.2 0.8
Sn 0.334607 1.133763 0.884491 -0.7 -0.1 0.5
H 0.175779 2.870972 -4.311131 0.0 0.1 0.2
C 0.992367 3.873396 -2.471984 -0.2 0.0 0.0
H 1.393560 4.824443 -2.791265 -0.1 -0.1 0.0
C 1.018979 3.361299 -1.164209 -0.6 -1.0 -1.3
H 0.428835 0.393503 -4.093026 -0.5 -0.1 0.6
C -1.762280 -3.264942 2.274079 1.0 -0.1 -0.7
H -0.926364 -3.453473 2.955873 -0.2 0.0 -0.1
H -1.536147 -2.394031 1.644333 0.0 -0.2 0.1
H -1.916455 -4.134337 1.630653 0.0 0.1 0.1
N -1.667757 0.013858 -3.541082 -0.3 0.0 -1.9
N 0.611223 -0.601092 -2.115976 0.9 -1.9 -1.4
N -2.689624 -0.503950 -2.746929 -1.3 -0.3 -0.4
N 0.970561 -0.419084 -0.782079 2.0 -1.8 0.7
C -2.090201 0.055190 -4.840674 3.1 0.6 2.5
C 1.414567 -1.567632 -2.642932 -2.6 2.5 -0.6
H -1.423485 0.407018 -5.621895 -0.2 -0.1 0.1
H 1.317615 -1.856613 -3.679472 0.1 0.1 0.0
C -3.393553 -0.446818 -4.890729 -1.7 -0.7 0.9
C 2.313620 -1.987726 -1.675409 0.8 -0.8 1.7
C -3.727359 -0.770118 -3.548729 0.9 0.3 0.2
C 1.963371 -1.299389 -0.500328 -1.3 0.9 -0.4
H -4.001703 -0.597471 -5.757847 -0.2 0.0 -0.3
H 3.115852 -2.697689 -1.779289 0.1 -0.1 -0.1
H -4.668448 -1.188782 -3.200460 0.4 0.1 0.1
H 2.364258 -1.414453 0.500379 0.0 0.3 -0.1
H -2.645133 -3.058661 2.822617 -0.8 0.1 0.6
C 1.706961 1.672408 4.320839 -0.4 0.1 -0.2
S 2.495277 1.218345 2.784893 1.0 -0.3 0.6
O 3.910716 1.235399 2.980010 -0.8 0.0 -0.5
O 1.861067 -0.086928 2.383130 0.0 1.0 -0.6
O 2.026709 2.214951 1.682222 -0.5 -0.8 0.3
H 2.319820 1.320494 5.163694 -0.1 0.1 -0.5
H 0.735704 1.162037 4.341286 0.2 0.3 0.0
H 1.587294 2.762948 4.344956 0.1 -0.3 0.1
```
Forces are in eV/Å.

---

# 3
C6H2 in the gas phase in a non-equilibrium geometry. Source: the Open Molecules 2025 dataset; level of theory: ωB97M-V with the def2-TZVPD basis set.

* gap between HOMO and LUMO: 7.859 eV
* E_LUMO: -1.48 eV

The geometry in XYZ format:
```
8
Properties=species:S:1:pos:R:3:forces:R:3
C 2.726995 0.207875 0.102565 2.2 2.4 0.1
C 1.994135 -0.788020 0.045000 -3.4 -2.9 -0.3
C -0.288969 1.818586 0.103118 -1.4 -1.2 0.0
C 0.688091 -0.903475 -0.030977 0.1 1.5 0.0
C -1.084848 0.744972 0.006613 0.7 2.1 -0.9
C -0.610251 -0.610933 -0.065958 3.7 0.4 0.4
H -2.141269 0.861821 -0.288801 0.4 0.4 0.4
H -1.283881 -1.330825 0.128439 -2.3 -2.7 0.2
```
Forces are in eV/Å.

---

Number 1: calculated total energy -351.22941 Eh. Number 2: calculated total energy -1620.27241 Eh. Number 3: calculated total energy -229.45479 Eh.